Molecular formula: C49H56CoN6O2S
Method: DFT, the ωB97M-V functional and the def2-TZVPD basis

Geometry (Å):
C (10.940086, 8.074845, 12.835217)
C (10.935872, 12.412519, 13.849367)
C (13.089959, 9.032949, 12.424897)
H (18.055013, 12.545276, 11.654925)
C (19.676717, 7.531362, 16.523135)
H (17.044088, 8.259839, 19.726018)
C (12.024937, 10.939021, 17.074962)
H (10.055798, 14.906967, 13.888479)
C (17.744798, 8.833517, 11.577617)
C (16.627942, 11.763610, 13.057125)
C (16.674586, 9.063075, 10.789383)
H (10.496671, 7.021367, 10.735247)
H (19.804832, 6.924344, 17.372623)
C (17.471585, 8.492023, 17.604867)
H (17.702855, 10.501345, 19.642258)
C (13.883208, 9.901640, 17.694887)
C (10.480181, 10.385395, 19.190215)
H (18.666156, 7.489371, 9.390571)
C (11.288341, 7.837203, 14.132643)
H (18.981100, 9.612370, 20.562033)
C (13.062415, 9.038929, 20.090023)
H (9.710837, 10.454936, 18.439135)
C (16.369741, 9.116183, 17.119511)
Co (15.129972, 10.159009, 14.467541)
H (13.987784, 9.324645, 20.525230)
S (15.111114, 12.645625, 16.240911)
H (14.234937, 14.093237, 11.397790)
H (11.492827, 11.670895, 20.594481)
H (19.423409, 9.388417, 10.316515)
H (9.197539, 6.947908, 13.257240)
C (20.823059, 8.599285, 16.474953)
C (11.753828, 10.376893, 18.464070)
H (8.920391, 8.388550, 12.277029)
H (19.752985, 6.912564, 15.622343)
C (13.940631, 11.584296, 15.729431)
H (13.653298, 9.581241, 10.453676)
N (16.440880, 9.245620, 15.705950)
C (16.949366, 12.448572, 11.888446)
C (14.134599, 9.344871, 11.460124)
C (13.134830, 12.450518, 13.514669)
C (18.299179, 8.129670, 16.516315)
H (18.589704, 7.702485, 19.167667)
N (15.338754, 11.692279, 13.323056)
O (9.725066, 6.753279, 11.257431)
H (21.689168, 8.148439, 15.981120)
H (10.467376, 9.447624, 19.764727)
C (16.230187, 13.539125, 9.720678)
H (19.126337, 8.254180, 14.003403)
C (19.286150, 7.330951, 10.221353)
H (12.715898, 8.371530, 15.562962)
H (18.975099, 6.492583, 10.800578)
H (15.136755, 7.720732, 8.839504)
H (15.756047, 10.050072, 9.269747)
O (15.210092, 14.198881, 9.014274)
C (18.502831, 9.805813, 19.525957)
H (8.431215, 14.587715, 14.746010)
H (10.897884, 12.023120, 11.122695)
H (9.794177, 11.679309, 20.949529)
H (9.081516, 13.044238, 12.965803)
C (12.882589, 7.557795, 19.954950)
H (12.393588, 9.454067, 20.805122)
C (19.165222, 8.649463, 11.013380)
C (17.388064, 8.764929, 12.985380)
H (16.066990, 8.362085, 7.490273)
H (10.085062, 11.700341, 16.646752)
H (16.758056, 7.265726, 8.756776)
H (12.554258, 12.327045, 10.893718)
H (17.364944, 11.359389, 13.779332)
N (15.973575, 8.987043, 13.020479)
H (13.190998, 7.145429, 18.963065)
C (17.622087, 8.607650, 15.394381)
H (15.269093, 15.054906, 9.312577)
C (12.908103, 9.806030, 18.795828)
N (13.321722, 10.700010, 16.657900)
H (10.782273, 7.149422, 14.693645)
C (11.571081, 11.979577, 15.042563)
H (10.374240, 12.579044, 19.527377)
C (9.459687, 12.901663, 13.925323)
H (12.016232, 14.857822, 11.308503)
C (11.113827, 11.552301, 16.301569)
C (15.172054, 9.429926, 17.844196)
H (10.109919, 14.357688, 15.480864)
C (18.112690, 8.538688, 14.053055)
H (20.283658, 7.228978, 9.994302)
C (11.775935, 8.730149, 11.957423)
H (20.478770, 9.472886, 15.902973)
H (11.857717, 7.224390, 20.105551)
H (13.498753, 7.105859, 20.759306)
H (17.609325, 9.627193, 9.141227)
C (15.518963, 9.203226, 11.749052)
N (12.940465, 11.973534, 14.811333)
C (14.839660, 13.320624, 11.793701)
H (17.028993, 14.266151, 9.841935)
C (11.648920, 12.758437, 11.425216)
C (11.385910, 14.110056, 10.801656)
H (19.279935, 10.186018, 18.888729)
C (16.084134, 8.115180, 8.545644)
H (15.302481, 9.016651, 18.849346)
H (16.597137, 12.716090, 9.121392)
H (8.795385, 12.181140, 14.522316)
H (11.549846, 14.067129, 9.735244)
N (13.383029, 9.014448, 13.772015)
C (11.924021, 12.598461, 12.864151)
H (19.957278, 8.689366, 11.709328)
C (9.494083, 14.308157, 14.563322)
C (12.478884, 8.429655, 14.540167)
H (11.440370, 8.892642, 10.942540)
H (10.491344, 14.596774, 10.934144)
C (14.413039, 12.564549, 12.921931)
C (17.874181, 8.479287, 19.053264)
H (20.990270, 8.865124, 17.522225)
C (9.616618, 7.512588, 12.354136)
C (10.470204, 11.605010, 20.087928)
C (15.964238, 12.991296, 11.100314)
C (16.586537, 9.326348, 9.399112)

Forces on atoms 1 to 3 (eV/Å):
-1.113 -0.276 -1.230
-1.275 -0.375 1.793
0.934 0.918 -0.805

Computed properties:
Orbital gap (alpha / beta) (hartree): 0.189 / 0.195
Energy relative to the best compared isomer or geometry (same formula, charge and spin) (kJ/mol): 63.04
Total charge: -1
Lowest unoccupied orbital energy (alpha / beta) (eV): 2.3 / 2.3
2S+1: 3
DFT total energy (Eh): -4160.647231